Entry 1:
{
  "formula": "C3H4FeO4",
  "method": "ωB97M-V/def2-TZVPD",
  "s_squared": 6.233,
  "gap_ev": [7.7, 5.6],
  "charge": 0,
  "multiplicity": 5,
  "lumo_ev": [-0.77, -1.47],
  "de_lowest_kj_mol": 64.6,
  "species": ["O", "C", "C", "O", "O", "C", "H", "H", "H", "Fe", "O", "H"],
  "positions_angstrom": [[-1.291215, 0.719332, 2.194959], [0.637245, -1.273596, 0.053347], [-1.744875, -0.576792, 1.773606], [1.574920, -2.091452, 0.380665], [-0.565718, -1.694172, -0.056619], [-1.728379, -0.790185, 0.284731], [-2.791828, -0.656637, 2.107795], [-1.147998, -1.338429, 2.323045], [-2.558478, -1.477386, 0.056639], [2.770824, -0.629654, 0.093200], [1.003423, -0.085903, -0.295790], [-0.730921, 1.030472, 1.448107]],
  "forces_ev_per_angstrom": [[0.569, -0.025, -1.222], [3.219, 0.569, -0.656], [-0.075, 1.274, 0.899], [-2.091, -0.630, 0.148], [-3.383, 0.853, 0.174], [1.377, -3.911, 0.905], [0.306, -0.021, -0.110], [-0.327, 0.122, -0.647], [0.083, 0.905, -0.868], [3.183, 0.787, 0.143], [-2.506, 0.084, 0.322], [-0.354, -0.008, 0.912]]
}

Entry 2:
{
  "formula": "C3H4GdO4",
  "method": "ωB97M-V/def2-TZVPD",
  "s_squared": 16.282,
  "gap_ev": [4.7, 9.0],
  "charge": 1,
  "multiplicity": 8,
  "lumo_ev": [-8.84, -5.63],
  "de_lowest_kj_mol": 82.6,
  "species": ["O", "C", "C", "O", "O", "C", "H", "H", "H", "O", "H", "Gd"],
  "positions_angstrom": [[-2.868373, 0.396238, 0.468341], [-1.858180, 0.909746, -0.000646], [-0.573591, -1.705663, -0.149587], [-0.989075, 1.586709, 0.629575], [-1.371998, 0.272027, -1.133396], [-0.350613, -0.636971, -0.947245], [-1.586968, -2.074363, 0.014903], [0.207334, -2.443903, 0.037937], [0.535620, -0.504088, -1.575767], [3.409302, 1.213381, 0.629415], [4.133731, 1.517379, 1.173586], [1.312812, 1.469504, 0.852885]],
  "forces_ev_per_angstrom": [[0.797, 1.886, -1.068], [-1.347, -3.932, 2.959], [0.467, -0.910, -0.835], [0.631, 1.257, -0.592], [1.591, 0.199, -1.859], [-1.286, 0.565, 0.778], [0.068, 0.707, 0.604], [-0.004, 0.358, -0.103], [-0.119, 0.072, 0.072], [-2.091, 0.258, 0.207], [0.570, -0.037, -0.064], [0.724, -0.423, -0.100]]
}

Entry 3:
{
  "formula": "C3H4HgO4",
  "method": "ωB97M-V/def2-TZVPD",
  "s_squared": 0.831,
  "gap_ev": [7.9, 6.2],
  "charge": 1,
  "multiplicity": 2,
  "lumo_ev": [-6.13, -7.62],
  "de_lowest_kj_mol": 477.7,
  "species": ["O", "C", "C", "O", "Hg", "H", "H", "H", "O", "C", "O", "H"],
  "positions_angstrom": [[0.187586, 0.141370, -0.042780], [-0.847826, 1.005785, 0.365411], [-2.120452, 0.723443, -0.317018], [-2.131154, -0.433674, 0.237456], [-0.779816, -2.081237, -0.202293], [-0.801460, 1.414903, 1.379444], [-2.335098, 0.930098, -1.373850], [-1.214010, 2.023954, -0.354356], [2.226024, -0.473525, -0.139149], [1.456961, 0.583307, 0.015242], [1.764985, 1.700364, 0.313089], [3.155721, -0.212747, -0.190769]],
  "forces_ev_per_angstrom": [[-1.625, -0.089, -0.452], [-0.235, 9.440, -1.865], [1.535, -7.055, 3.388], [-4.963, -0.675, -2.422], [0.505, -1.792, -0.336], [-0.135, -0.513, -0.368], [-1.059, 0.187, 0.315], [4.768, -0.167, 1.365], [0.056, -0.531, -0.590], [1.303, 1.750, 1.490], [-0.223, -0.707, -0.637], [0.072, 0.153, 0.112]]
}